No. 1
C21H25N3O3S | ωB97M-V/def2-TZVPD

Geometry as XYZ:
```
53
Properties=species:S:1:pos:R:3:forces:R:3
C -6.3120 -2.5487 1.5223 0.4 0.2 -0.1
C -5.2873 -1.5034 1.1117 -0.4 0.1 -0.1
O -4.0130 -1.9724 1.5096 0.2 -0.1 0.1
C -2.9189 -1.2164 1.2520 0.2 0.1 0.0
C -2.9260 0.0208 0.6154 -0.5 -0.2 0.1
C -1.7424 0.7040 0.4027 0.4 -0.1 0.1
C -0.5166 0.1793 0.8083 -0.6 -0.2 0.1
C -0.5249 -1.0608 1.4582 -0.1 0.1 0.0
C -1.6952 -1.7455 1.6756 -0.2 0.0 0.0
H -1.6993 -2.6994 2.1790 0.0 -0.1 0.1
H 0.4108 -1.4697 1.8042 0.1 -0.1 0.1
C 0.7521 0.8663 0.5617 0.9 0.3 -0.1
N 1.7964 0.1249 0.5768 -0.7 -0.5 0.2
N 3.0326 0.6016 0.3935 0.0 0.9 -0.1
C 4.1490 -0.1398 0.1797 0.2 -0.1 0.2
N 4.1578 -1.4832 0.1531 -0.2 0.1 0.0
H 5.0735 -1.8514 -0.0697 -0.1 0.2 0.1
C 3.0540 -2.3909 -0.0535 -0.4 -0.5 -0.2
H 2.1705 -1.9808 0.4328 0.2 -0.3 0.0
H 3.3242 -3.3436 0.4100 -0.1 0.1 0.0
C 2.7549 -2.6079 -1.5500 0.0 0.1 0.3
C 2.1724 -1.3598 -2.1477 0.0 -0.1 -0.2
C 2.9919 -0.3907 -2.7120 0.0 -0.1 -0.1
C 2.4566 0.7950 -3.1838 0.1 0.1 0.0
C 1.0929 1.0203 -3.1084 0.0 0.1 0.0
C 0.2667 0.0522 -2.5632 -0.1 0.0 0.0
C 0.8046 -1.1265 -2.0805 0.0 0.0 -0.1
H 0.1572 -1.8704 -1.6387 -0.1 -0.1 0.1
H -0.7993 0.2173 -2.5044 -0.1 0.0 0.0
H 0.6758 1.9466 -3.4758 0.0 0.1 -0.1
H 3.1081 1.5448 -3.6081 0.1 0.1 0.0
H 4.0577 -0.5577 -2.7782 0.1 0.0 0.0
H 3.6771 -2.8838 -2.0663 0.0 -0.1 0.0
H 2.0460 -3.4321 -1.6391 0.0 -0.1 0.0
S 5.5718 0.6990 0.0033 0.6 0.4 -0.1
H 3.2104 1.6038 0.3234 0.0 -0.4 0.0
C 0.7229 2.3523 0.3112 0.1 0.0 0.1
H 0.0326 2.5619 -0.5082 0.1 0.0 0.0
H 1.6988 2.7253 -0.0047 -0.1 0.0 -0.1
C 0.2598 3.1227 1.5519 0.0 0.1 -0.2
C -0.2534 4.4940 1.1869 0.0 0.0 -0.1
O -0.7490 4.7954 0.1352 -0.1 0.0 -0.2
O -0.1166 5.3593 2.1970 0.1 0.3 0.6
H -0.4710 6.2297 1.9546 0.0 -0.2 -0.2
H -0.5706 2.5913 2.0269 0.0 0.1 0.1
H 1.0549 3.2240 2.2909 -0.1 -0.1 0.0
H -1.7935 1.6539 -0.1061 0.0 0.1 -0.1
H -3.8491 0.4640 0.2756 -0.1 0.0 0.0
H -5.5057 -0.5444 1.6017 0.1 -0.1 -0.1
H -5.3107 -1.3557 0.0230 0.0 0.0 0.1
H -6.2826 -2.6942 2.5986 0.0 0.0 0.1
H -6.0894 -3.4961 1.0390 0.0 -0.1 0.0
H -7.3074 -2.2247 1.2324 -0.1 0.0 0.0
```
Positions in Å, forces in eV/Å.

Computed properties:
- E_tot (hartree) = -1603.41342
- energy above the lowest of the compared OMol25 structures with the same formula, charge and spin (kJ/mol) = 212.0
- 2S+1 = 1
- highest occupied orbital energy (eV) = -7.76
- SMILES = CCOc1ccc(/C(CCC(=O)O)=N/NC(=S)NCCc2ccccc2)cc1
- E_LUMO (eV) = 0.38

***

No. 2
C2I3O2 | ωB97M-V/def2-TZVPD

Geometry as XYZ:
```
7
Properties=species:S:1:pos:R:3:forces:R:3
C -0.4866 0.5066 -1.1213 1.3 0.7 0.6
C 0.3220 -0.3085 0.4151 -0.8 0.2 0.5
O -1.6348 0.2187 -1.1856 -1.2 -1.0 -0.3
O 0.3297 1.2521 -1.5877 0.6 0.1 -0.4
I 0.9729 -2.4238 0.4054 -0.3 0.7 -0.1
I 1.9799 0.8984 1.2708 -0.7 -0.5 -0.4
I -1.4832 -0.1435 1.8034 1.0 -0.2 0.0
```
Positions in Å, forces in eV/Å.

Computed properties:
- E_tot (hartree) = -1119.82626
- energy above the lowest of the compared OMol25 structures with the same formula, charge and spin (kJ/mol) = 39.1
- charge = -1
- 2S+1 = 1
- highest occupied orbital energy (eV) = -4.88
- E_LUMO (eV) = 2.50

***

No. 3
C18H49NO8S | ωB97M-V/def2-TZVPD

Geometry as XYZ:
```
77
Properties=species:S:1:pos:R:3:forces:R:3
C -2.5633 -0.5451 1.7017 -0.3 -0.3 0.2
C -1.9738 -1.9522 1.6682 0.1 0.9 0.3
C -0.4734 -1.9450 1.5074 -0.9 -0.4 -0.2
N -0.0483 -1.3685 0.2014 1.1 -1.3 0.3
S 0.8048 -2.5618 -0.7531 0.1 -0.2 -0.2
C 0.7225 -0.2177 0.3732 0.3 -0.3 -2.2
O 0.6554 0.4533 1.3293 -0.3 1.5 2.7
O 1.5387 0.1288 -0.6489 -0.1 -0.2 -0.7
C 0.8255 0.7528 -1.7628 0.2 0.0 0.0
C 0.9898 0.0231 -3.0593 -0.3 -0.7 0.1
H -2.9473 -0.2327 0.7410 0.1 0.2 -0.3
H -1.8483 0.1689 2.0833 0.3 0.3 -0.1
H -3.3932 -0.5218 2.3912 -0.4 0.1 0.1
H -2.1850 -2.4059 2.6258 0.0 -0.5 0.3
H -2.4422 -2.5482 0.9022 -0.2 -0.3 -0.3
H -0.1498 -2.9685 1.5313 0.4 -0.5 0.0
H -0.0305 -1.4452 2.3574 0.3 0.4 -0.1
H -0.1931 -3.1596 -1.4365 -0.2 0.4 0.2
H -0.2060 0.8460 -1.4683 -0.5 0.0 0.0
H 1.2166 1.7493 -1.8827 0.2 0.4 0.3
H 1.9929 -0.3360 -3.1687 0.6 0.0 -0.1
H 0.7404 0.6482 -3.8982 0.0 0.4 -0.3
H 0.3642 -0.8487 -3.1363 -0.4 -0.3 0.1
C -2.4284 2.4223 4.6135 0.0 0.0 -0.1
C -3.2261 1.5384 5.5521 0.3 -0.1 -0.1
O -3.5651 0.3021 4.9316 -0.1 -0.1 0.0
H -2.9959 2.6267 3.7036 -0.1 0.0 0.1
H -2.1768 3.3722 5.0899 0.0 0.0 0.0
H -1.5042 1.9256 4.3175 0.1 0.0 0.1
H -4.1606 2.0218 5.8344 -0.1 -0.1 0.0
H -2.6550 1.3337 6.4641 0.0 0.1 0.0
H -2.7385 -0.1340 4.6945 0.0 0.1 0.0
C 0.3980 -0.2602 -8.1715 0.0 0.1 0.0
C 0.4527 -0.9060 -6.7992 -0.3 0.0 -0.1
O -0.5497 -0.3776 -5.9341 0.0 0.0 0.0
H 0.5268 0.8193 -8.0878 0.1 0.0 0.0
H 1.1772 -0.6576 -8.8238 0.0 0.0 0.0
H -0.5718 -0.4366 -8.6432 0.0 -0.1 0.0
H 1.4130 -0.7120 -6.3233 0.0 0.0 0.1
H 0.3227 -1.9906 -6.8800 0.1 0.0 0.0
H -1.4081 -0.5521 -6.3355 0.1 0.0 0.0
C 6.1278 1.8820 -3.1668 0.0 -0.1 0.0
C 4.8419 1.7968 -3.9688 0.0 0.1 0.4
O 3.9295 0.8647 -3.3945 0.2 0.1 -0.1
H 6.6037 0.9027 -3.1078 0.0 0.0 -0.1
H 6.8277 2.5863 -3.6197 0.0 0.0 0.0
H 5.9231 2.2061 -2.1438 0.0 0.1 0.0
H 5.0464 1.4550 -4.9824 -0.1 -0.1 0.0
H 4.3612 2.7791 -4.0284 0.1 0.0 -0.1
H 3.7300 1.1625 -2.4988 0.0 -0.1 0.0
C 2.2308 1.5022 6.6586 0.0 0.0 -0.1
C 0.7540 1.1744 6.7739 0.2 -0.2 -0.1
O 0.2247 0.7196 5.5298 -0.1 0.0 0.0
H 2.3917 2.2654 5.8969 0.0 0.0 0.0
H 2.6273 1.8640 7.6085 0.0 0.0 0.0
H 2.8001 0.6191 6.3593 0.0 0.0 0.1
H 0.1862 2.0609 7.0530 -0.1 0.0 -0.1
H 0.5887 0.4068 7.5372 0.0 0.1 0.1
H 0.7113 -0.0726 5.2755 0.0 0.1 0.0
C -2.4397 4.3727 -0.8578 0.0 0.0 -0.1
C -1.3221 3.3758 -1.1023 0.1 0.4 0.2
O -0.2976 3.9349 -1.9233 0.0 -0.1 -0.1
H -2.8748 4.6952 -1.8044 0.0 -0.1 0.0
H -3.2259 3.9362 -0.2398 0.0 0.0 0.0
H -2.0583 5.2642 -0.3544 0.0 0.0 0.1
H -1.7053 2.4976 -1.6188 0.1 0.0 -0.1
H -0.8816 3.0506 -0.1534 -0.1 -0.1 0.0
H 0.0533 4.7072 -1.4664 0.0 -0.1 0.0
C -1.7168 -6.2773 -0.3421 0.0 -0.1 0.0
C -1.6291 -5.9239 1.1313 0.2 0.2 -0.2
O -0.2779 -5.9042 1.5826 -0.1 -0.1 0.1
H -1.2612 -7.2504 -0.5269 0.0 0.0 0.0
H -2.7546 -6.3052 -0.6788 0.0 0.0 0.0
H -1.1754 -5.5450 -0.9465 -0.1 0.0 0.0
H -2.1525 -6.6646 1.7335 0.1 0.0 0.1
H -2.0855 -4.9457 1.3201 -0.1 -0.1 0.0
H 0.1922 -5.2416 1.0642 0.1 0.0 0.0
```
Positions in Å, forces in eV/Å.

Computed properties:
- E_tot (hartree) = -1769.97956
- 2S+1 = 1
- highest occupied orbital energy (eV) = -9.25
- SMILES = CCCN(S)C(=O)OCC.CCO.CCO.CCO.CCO.CCO.CCO
- E_LUMO (eV) = 0.53